<A>
C3H7N2S2 | ωB97M-V with the def2-TZVPD basis set

```
14
Properties=species:S:1:pos:R:3:lowdin_charge:R:1
C 1.04002 -0.46826 1.33033 -0.3251
C -1.00935 0.20080 -0.69014 -0.9863
C 0.17388 0.15125 -1.66003 -0.1242
N 0.18394 -1.44772 0.99621 -0.2527
N 0.71263 0.71460 1.00721 0.0639
S -1.34450 -0.97943 0.44253 1.0515
S -2.07015 1.56331 -0.70171 0.9080
H 1.79609 -0.71766 1.98292 0.1233
H 0.72992 1.22473 -1.55484 0.1487
H -0.34548 -0.03775 -2.65625 0.1230
H 0.92617 -0.52843 -1.23651 0.0652
H 0.48771 -2.36726 0.91663 0.0950
H 1.34689 1.55526 1.28368 0.1467
H -2.62776 1.13654 0.53998 -0.0369
```

The calculation puts the HOMO-LUMO gap at 8.536 eV. The HOMO energy is -14.04 eV. The total charge is +1.

=====

<B>
C3H7N2S2 | ωB97M-V with the def2-TZVPD basis set

```
14
Properties=species:S:1:pos:R:3:lowdin_charge:R:1
C -1.97637 -0.57194 0.12757 -0.1143
C -2.69037 0.58093 -0.09536 -0.5520
C -0.54304 -0.65703 0.08230 -0.7996
N 0.27107 0.36663 0.09279 0.0859
N 2.88536 0.09074 -0.06310 0.0509
S -4.36184 0.69898 -0.03276 0.9499
S 0.07217 -2.24603 -0.04993 0.8518
H -2.50917 -1.49657 0.29714 0.1039
H -2.16237 1.49420 -0.34488 0.0667
H 1.35414 0.24307 0.02490 0.0275
H -0.09275 1.30279 0.20280 0.1138
H 3.26042 -0.34254 0.77434 0.0726
H 3.31710 1.00467 -0.15584 0.0716
H 3.17566 -0.46792 -0.85997 0.0712
```

The calculation puts the HOMO-LUMO gap (spin up / spin down) at 4.761 / 5.021 eV. The HOMO energy (spin up / spin down) is -13.03 / -13.22 eV. The total charge is +1.

=====

Relative energies in eV: <A> 0.000; <B> 0.651

=====

<A>
C20H23AsN7PtSSe | ωB97M-V with the def2-TZVPD basis set

```
54
Properties=species:S:1:pos:R:3:lowdin_charge:R:1
Pt 1.26005 -0.49589 0.00727 0.5554
N -0.66396 -0.54779 5.88146 0.1504
C -0.22251 -0.51915 4.60503 -0.3035
C -0.85672 0.26345 3.62584 0.0030
C -0.38396 0.25028 2.33932 -0.1472
N 0.66700 -0.49250 1.95280 -0.2509
C 1.28164 -1.24359 2.88158 -0.1336
C 0.87789 -1.28683 4.19103 0.0087
H -1.37067 0.09599 6.18905 0.1138
H -0.12787 -1.01056 6.59365 0.1150
H -1.70420 0.88729 3.87546 0.1210
H -0.84514 0.85635 1.57148 0.1160
H 2.12698 -1.82355 2.53976 0.1180
H 1.41967 -1.90542 4.89334 0.1225
C 4.28395 3.86199 -0.61738 -0.2452
As 3.47938 2.21642 -1.18136 0.7725
C 4.92543 1.09344 -1.75428 -0.2274
C 2.28867 2.66134 -2.61851 -0.2393
S 2.47104 1.43655 0.55203 0.1557
H 4.82386 4.29109 -1.46048 0.0532
H 4.97234 3.65991 0.20010 0.0447
H 3.50676 4.54581 -0.28410 0.0447
H 5.30253 1.45099 -2.71105 0.0502
H 4.58099 0.06857 -1.85124 0.0338
H 5.69549 1.14772 -0.98658 0.0455
H 2.87456 2.90680 -3.50321 0.0174
H 1.69260 3.51295 -2.29561 0.0521
H 1.63802 1.81707 -2.82842 0.0036
C -2.08240 -0.76865 -2.03532 0.0035
N -2.42036 -1.34441 -0.74183 -0.0524
C -1.63085 -2.11884 0.01169 -0.6613
Se 0.13731 -2.65072 -0.34282 0.7054
N -2.31874 -2.47111 1.10931 0.1392
C -3.59018 -1.91135 1.07954 -0.1702
C -4.66199 -1.96782 1.95922 0.0022
C -5.79417 -1.26279 1.59705 -0.0633
C -5.85632 -0.53131 0.40297 -0.0592
C -4.78774 -0.47794 -0.47176 0.0108
C -3.65047 -1.18502 -0.10462 -0.1503
H -1.06814 -1.05996 -2.29023 0.0396
H -2.14988 0.31680 -1.97964 0.1073
H -2.77076 -1.14415 -2.79042 0.1124
H -1.92724 -3.06511 1.82207 0.1623
H -4.61876 -2.53887 2.87648 0.1194
H -6.65732 -1.27946 2.24791 0.1131
H -6.76583 -0.00011 0.15923 0.1139
H -4.83966 0.08003 -1.39636 0.1205
N 1.64935 -0.45667 -1.92952 -0.1094
C 1.75323 -0.42092 -3.08398 -0.2062
C 1.91864 -0.35223 -4.44798 -0.2543
C 1.34696 -1.35006 -5.27763 -0.2276
N 0.86620 -2.15192 -5.95009 0.1453
C 2.64385 0.75824 -4.94180 -0.2389
N 3.28146 1.65563 -5.28847 0.1480
```

The calculation puts the HOMO-LUMO gap at 7.490 eV. The HOMO energy is -10.29 eV. The total charge is +1.

=====

<B>
C20H23AsN7PtSSe | ωB97M-V with the def2-TZVPD basis set

```
54
Properties=species:S:1:pos:R:3:lowdin_charge:R:1
Pt 0.00521 0.52083 0.28249 0.5069
N 0.74290 -1.37277 6.19070 0.1525
C 0.56862 -1.02748 4.89968 -0.2992
C 0.94456 -1.88416 3.85196 0.0037
C 0.75032 -1.48832 2.55440 -0.1357
N 0.20928 -0.30631 2.22155 -0.1780
C -0.15145 0.52061 3.21707 -0.1304
C 0.00358 0.20788 4.54109 0.0080
H 1.11744 -2.26944 6.44091 0.1144
H 0.43979 -0.76911 6.93293 0.1151
H 1.37964 -2.85276 4.05666 0.1195
H 1.02588 -2.13690 1.73492 0.1121
H -0.59008 1.46406 2.92059 0.1134
H -0.31672 0.91259 5.29599 0.1218
C 2.12853 -1.38449 -2.32556 -0.2409
As 2.86407 0.29079 -1.74902 0.7404
C 2.42843 1.59624 -3.08571 -0.2532
C 4.77459 0.12738 -1.77145 -0.2427
S 2.30734 0.77815 0.26441 0.1347
H 2.44528 -1.58462 -3.34840 0.0487
H 1.04310 -1.32519 -2.27098 0.0279
H 2.48526 -2.16917 -1.66191 0.0463
H 2.85748 1.26561 -4.03136 0.0503
H 2.85839 2.55261 -2.79475 0.0520
H 1.34956 1.69372 -3.16916 -0.0175
H 5.09955 -0.13520 -2.77685 0.0495
H 5.07630 -0.64556 -1.06818 0.0458
H 5.21152 1.07903 -1.47624 0.0481
C -2.82514 0.81663 -2.82092 0.0015
N -3.16898 1.85296 -1.86472 -0.0512
C -2.32524 2.55105 -1.10172 -0.6695
Se -0.43421 2.51791 -1.05530 0.6582
N -3.04384 3.38170 -0.33524 0.1492
C -4.40034 3.22752 -0.60009 -0.1767
C -5.53189 3.81498 -0.05439 -0.0009
C -6.74421 3.37193 -0.54562 -0.0537
C -6.82486 2.38331 -1.53676 -0.0509
C -5.69584 1.79824 -2.07480 -0.0032
C -4.47916 2.24688 -1.58049 -0.1639
H -1.74566 0.69965 -2.82994 0.0542
H -3.17567 1.10346 -3.81095 0.1081
H -3.29492 -0.11977 -2.52101 0.1029
H -2.62683 4.01067 0.33157 0.1637
H -5.47113 4.56088 0.72530 0.1219
H -7.65788 3.78843 -0.14506 0.1146
H -7.79807 2.05500 -1.87357 0.1156
H -5.76351 1.01703 -2.81816 0.1188
N -1.95080 0.14912 0.44439 -0.0345
C -3.07460 0.07247 0.71473 -0.1588
C -4.43153 0.05770 0.95826 -0.2709
C -5.26393 -0.71284 0.11350 -0.2411
N -5.89860 -1.32404 -0.63087 0.1483
C -4.90849 0.94187 1.95677 -0.2392
N -5.23083 1.71732 2.74788 0.1435
```

The calculation puts the HOMO-LUMO gap at 7.214 eV. The HOMO energy is -10.17 eV. The total charge is +1.

=====

Relative energies in eV: <A> 0.000; <B> 0.258

=====

<A>
C5H13N3O | ωB97M-V with the def2-TZVPD basis set

```
22
Properties=species:S:1:pos:R:3:lowdin_charge:R:1
C -0.51739 1.33229 -0.45978 -0.2206
C -1.17355 0.67264 1.92094 -0.0356
C -0.79846 0.18968 0.54349 -0.4125
N -0.87229 1.10517 -1.84558 0.0228
O -1.47914 -0.85411 0.14076 -0.0082
H -0.30068 0.37678 -2.25540 0.0479
H -1.83585 0.79770 -1.91764 0.0766
H -1.10304 2.18617 -0.10221 0.1221
H 0.53144 1.62264 -0.39954 0.1120
H -1.21540 -0.14827 2.63330 0.0898
H -2.17022 1.11771 1.85053 0.1012
H -0.48689 1.44016 2.27644 0.0927
C 1.10915 -0.68227 1.10675 -0.0308
C 1.34789 -0.95774 -0.79246 -0.5210
N 0.42457 -1.75617 -1.20776 0.0536
N 2.32997 -0.23747 -1.09839 0.0903
H -0.85376 -1.40820 -0.58445 0.0849
H 0.68145 -2.36554 -1.97481 0.0860
H 2.41776 -0.10805 -2.10519 0.0597
H 1.45687 0.25746 1.52683 0.0637
H 2.02361 -1.27668 1.00438 0.0641
H 0.48397 -1.30391 1.73980 0.0614
```

The calculation puts the HOMO-LUMO gap at 8.834 eV. The HOMO energy is -8.63 eV.

=====

<B>
C5H13N3O | ωB97M-V with the def2-TZVPD basis set

```
22
Properties=species:S:1:pos:R:3:lowdin_charge:R:1
C 0.76610 -1.12919 0.41855 -0.3544
C -1.00361 -0.51608 -0.09954 -0.2991
C 0.95452 -0.68696 1.86401 -0.0815
C -1.22366 -1.04023 -1.50618 -0.0690
C -0.37011 1.70843 -0.41493 -0.5508
N 0.82837 1.37094 -0.94492 0.1330
N -0.70232 3.03805 -0.29480 0.1217
O 0.46869 -2.52599 0.34197 -0.0958
N -1.15955 0.82746 0.13569 0.0459
H 1.15769 -3.01392 0.80917 0.0849
H 1.73936 -1.02644 -0.09294 0.1151
H -1.57644 -1.09295 0.62881 0.1225
H 0.04924 3.70988 -0.29513 0.0838
H 1.01409 0.27269 -0.76548 0.1131
H 1.39408 2.12042 -1.31733 0.0969
H -1.43510 3.21532 0.37697 0.0948
H 1.10433 0.39486 1.90421 0.0715
H 1.80892 -1.18530 2.33326 0.0731
H 0.06502 -0.91119 2.45307 0.0797
H -0.64476 -0.48667 -2.24308 0.0687
H -0.94811 -2.09223 -1.54852 0.0679
H -2.28672 -0.95090 -1.74287 0.0780
```

The calculation puts the HOMO-LUMO gap at 8.859 eV. The HOMO energy is -7.99 eV.

=====

Relative energies in eV: <A> 2.240; <B> 0.000

=====

<A>
C5H13N3O | ωB97M-V with the def2-TZVPD basis set

```
22
Properties=species:S:1:pos:R:3:lowdin_charge:R:1
C -0.69065 -0.51709 -1.33033 -0.4392
C 0.96648 -0.19361 -0.66190 -0.1699
C 0.89429 -1.47465 1.33849 -0.1170
C -0.62713 0.01439 -2.75145 -0.0667
N 0.97515 -0.17090 0.70287 -0.0965
C -0.36163 0.95195 1.55354 -0.4420
N 0.04841 2.24893 1.33236 0.0975
O -1.60015 0.03947 -0.54666 -0.0688
N -0.90677 0.60115 2.63974 0.1296
H -1.09347 0.56703 0.37551 0.1093
H -0.71495 -1.61480 -1.27822 0.1232
H 0.91940 2.34956 0.83635 0.0849
H 0.01041 2.82326 2.16435 0.0975
H -1.27409 -0.34504 2.64395 0.0517
H 1.47804 -1.03827 -1.12666 0.1155
H 1.21688 0.77477 -1.09364 0.0992
H 1.64995 -2.14423 0.91757 0.0893
H 1.06500 -1.36462 2.40891 0.0790
H -0.08756 -1.94571 1.19378 0.0877
H -1.55551 -0.23103 -3.26961 0.0773
H 0.20355 -0.42965 -3.30193 0.0772
H -0.51566 1.09907 -2.74703 0.0812
```

The calculation puts the HOMO-LUMO gap at 8.077 eV. The HOMO energy is -8.46 eV.

=====

<B>
C5H13N3O | ωB97M-V with the def2-TZVPD basis set

```
22
Properties=species:S:1:pos:R:3:lowdin_charge:R:1
C 1.80937 0.50396 1.65151 -0.0067
C 0.91868 -0.67273 1.36828 -0.5239
O 1.31769 -1.82436 1.27265 0.0397
N -0.47022 -0.35188 1.36239 -0.0491
N -1.38237 -1.40717 1.59738 0.0353
H 1.53862 0.95427 2.61069 0.0885
H 1.71848 1.24961 0.85898 0.0654
H 2.85001 0.17615 1.69764 0.0901
H -0.74139 0.54245 1.76829 0.1334
H -0.83017 -2.26801 1.70205 0.0793
H -1.92018 -1.54493 0.73719 0.0680
C -0.89974 1.69847 -1.01566 -0.0770
C -0.85615 0.23823 -1.37701 -0.4579
C 0.59649 -0.35648 -1.73715 -0.0346
N -1.89068 -0.28735 -1.94306 0.0993
H -0.64789 2.31964 -1.87712 0.0862
H -0.17847 1.89602 -0.22083 0.0438
H -1.90017 1.96616 -0.66298 0.0793
H 0.60119 -0.53115 -2.81513 0.0705
H 1.43489 0.28795 -1.46394 0.0644
H 0.64856 -1.33960 -1.26586 0.0599
H -1.71658 -1.24928 -2.24830 0.0463
```

Its SMILES is CC(=O)NN.CC(C)=N. The calculation puts the HOMO-LUMO gap at 10.029 eV. The HOMO energy is -9.28 eV.

=====

Relative energies in eV: <A> 2.718; <B> 0.000

=====

<A>
C4H8O4 | ωB97M-V with the def2-TZVPD basis set

```
16
Properties=species:S:1:pos:R:3:lowdin_charge:R:1
C 0.35722 -0.76494 -0.58441 -0.2321
C -0.33604 0.71889 -0.76188 -0.2627
C -1.08850 0.17128 0.44063 -0.3272
C 0.02292 -0.60054 0.81805 -0.3255
H 2.38488 -1.13634 0.12158 0.1848
H -0.24410 -1.73499 -0.96071 0.2107
H -0.92358 0.88526 -1.66187 0.1517
H 1.67900 1.25953 -0.09733 0.3045
H -1.32098 1.05753 0.98826 0.1540
H -2.49866 0.11028 -0.99410 0.2244
H -0.05298 -1.65061 1.55557 0.2236
H 1.15006 0.97556 0.48786 -0.0231
O 1.79562 -0.79369 -0.68105 -0.0772
O 0.53557 1.56069 -0.29314 0.0384
O -2.44738 -0.39853 0.10144 -0.0929
O 0.98695 0.34063 1.52109 -0.1512
```

The calculation puts the HOMO-LUMO gap at 9.458 eV. The HOMO energy is -9.49 eV.

=====

<B>
C4H8O4 | ωB97M-V with the def2-TZVPD basis set

```
16
Properties=species:S:1:pos:R:3:lowdin_charge:R:1
C -0.06632 -1.17179 1.28903 -0.0059
C 0.20930 0.16346 0.63956 -0.4738
C 1.61544 0.68402 0.74104 -0.0108
O -0.74719 0.96879 0.46681 -0.0002
H -0.98496 -1.58630 0.87538 0.0866
H -0.23669 -0.99381 2.35244 0.1001
H 0.76773 -1.86182 1.17497 0.0850
H 1.69846 1.64659 0.24305 0.0926
H 1.89123 0.77761 1.79127 0.0951
H 2.30160 -0.01358 0.26368 0.0851
O -2.16811 -0.47579 -1.31182 0.1240
C -1.21468 0.24141 -1.42781 -0.6200
O 0.14158 -0.34321 -1.51188 0.0305
O -1.17171 1.45098 -1.99367 0.1430
H 0.03340 -1.30119 -1.61784 0.1248
H -2.06907 1.81463 -1.97422 0.1438
```

Its SMILES is CC(C)=O.O=C(O)O. The calculation puts the HOMO-LUMO gap at 10.312 eV. The HOMO energy is -9.69 eV.

=====

Relative energies in eV: <A> 9.404; <B> 0.000

=====

<A>
C4H2Cl2 | ωB97M-V with the def2-TZVPD basis set

```
8
Properties=species:S:1:pos:R:3:lowdin_charge:R:1
C -1.86279 -1.26437 0.05972 0.1634
C -0.96803 -0.43540 0.04773 -0.2070
C 0.81707 1.44136 -0.02942 -0.6035
C 0.07673 0.37869 0.04104 -0.1988
Cl 2.52987 1.48721 -0.00602 0.6037
Cl 1.70846 -2.07530 -0.03451 0.1377
H -2.65482 -1.95224 0.03602 0.0316
H 0.35352 2.42006 -0.11457 0.0729
```

The expectation value of S² is 2.039. The calculation puts the HOMO-LUMO gap (spin up / spin down) at 8.808 / 5.616 eV. The HOMO energy (spin up / spin down) is -8.54 / -9.33 eV. The spin multiplicity is 3.

=====

<B>
C4H2Cl2 | ωB97M-V with the def2-TZVPD basis set

```
8
Properties=species:S:1:pos:R:3:lowdin_charge:R:1
C -2.92112 -0.42077 -0.31076 0.1204
C -1.69088 -0.07263 -0.32830 -0.1978
C -0.42572 0.30555 -0.21743 -0.1778
C 0.88106 -0.66994 0.15220 -1.1896
Cl 2.06289 0.37377 0.80737 0.6532
Cl 1.25000 -1.55636 -1.26454 0.6455
H -0.13964 1.31413 -0.52953 0.1028
H 0.38149 -1.30782 0.83409 0.0433
```

The expectation value of S² is 2.019. The calculation puts the HOMO-LUMO gap (spin up / spin down) at 9.298 / 7.192 eV. The HOMO energy (spin up / spin down) is -8.62 / -10.65 eV. The spin multiplicity is 3.

=====

Relative energies in eV: <A> 0.000; <B> 0.922